Density functional theory data (ωB97M-V/def2-TZVPD) for an isolated molecule of C3H5NO2.

HOMO	-9.72	eV
Kohn-Sham gap	10.56	eV
charge	0
largest force on an atom	0.5	eV/Å

```
11
Properties=species:S:1:pos:R:3:lowdin_charge:R:1
H 2.500 0.646 1.040 0.06
N 1.589 0.224 0.875 0.12
C 1.418 0.033 -0.359 -0.31
O 0.297 -0.492 -0.891 -0.06
C -0.794 -0.707 -0.004 -0.16
C -1.692 0.520 -0.011 -0.22
O -1.279 1.631 0.196 0.07
H 2.121 0.234 -1.172 0.14
H -0.440 -0.875 1.021 0.12
H -1.329 -1.587 -0.370 0.12
H -2.765 0.333 -0.233 0.12
```

***

Density functional theory data (ωB97M-V/def2-TZVPD) for a cluster of 2 separate species, C3H5NO2 in total.

HOMO	-9.51	eV
Kohn-Sham gap	10.12	eV
charge	0
largest force on an atom	1.1	eV/Å

```
11
Properties=species:S:1:pos:R:3:lowdin_charge:R:1
O -0.880 1.444 -1.140 0.19
C -0.133 0.665 -0.714 -0.21
C 0.874 -0.122 -0.340 -0.06
C 2.227 0.243 -0.745 -0.31
O 3.214 -0.402 -0.459 0.02
H 0.675 -0.998 0.259 0.10
H 2.307 1.178 -1.340 0.12
N -1.866 -0.459 0.928 0.04
H -2.450 -1.253 0.685 0.04
H -2.480 0.345 1.013 0.04
H -1.489 -0.640 1.853 0.04
```

***

Density functional theory data (ωB97M-V/def2-TZVPD) for an isolated molecule of C3H5NO2.

HOMO	-9.95	eV
Kohn-Sham gap	10.80	eV
charge	0
largest force on an atom	1.2	eV/Å

```
11
Properties=species:S:1:pos:R:3:lowdin_charge:R:1
N -1.577 -0.534 -1.821 0.18
C -0.777 -0.190 -0.927 -0.49
O -0.409 -1.135 0.005 0.00
C 0.488 -0.612 0.968 -0.14
C 0.724 0.841 0.518 -0.12
O -0.128 0.996 -0.629 0.01
H -2.003 -0.079 -2.615 0.06
H 1.418 -1.195 0.973 0.12
H 0.039 -0.660 1.969 0.12
H 0.451 1.552 1.308 0.12
H 1.774 1.017 0.251 0.12
```

***

Density functional theory data (ωB97M-V/def2-TZVPD) for an isolated molecule of C3H5NO2.

HOMO	-10.07	eV
Kohn-Sham gap	11.04	eV
charge	0
largest force on an atom	0.4	eV/Å

```
11
Properties=species:S:1:pos:R:3:lowdin_charge:R:1
C 0.590 0.967 0.153 -0.13
O -0.635 0.744 0.826 -0.09
C -1.247 -0.352 0.202 -0.19
N -0.228 -1.223 -0.390 0.03
O 0.926 -1.386 0.513 0.02
C 0.918 -0.381 -0.451 -0.31
H 1.336 1.272 0.893 0.13
H 0.496 1.740 -0.622 0.13
H -1.798 -0.082 -0.714 0.13
H -1.920 -0.830 0.915 0.14
H 1.561 -0.468 -1.325 0.15
```

***

Density functional theory data (ωB97M-V/def2-TZVPD) for an isolated molecule of C3H5NO2.

HOMO	-9.80	eV
Kohn-Sham gap	9.14	eV
charge	0
largest force on an atom	3.8	eV/Å

```
11
Properties=species:S:1:pos:R:3:lowdin_charge:R:1
O -0.974 -1.507 0.136 0.00
C -0.502 -0.218 0.433 -0.34
C 1.026 -0.157 0.520 0.08
N 0.651 1.205 -0.913 0.18
C -0.577 0.738 -0.743 -0.60
O -1.454 1.130 -1.488 0.06
H -1.799 -1.391 -0.364 0.11
H -0.981 0.210 1.327 0.16
H 1.453 0.182 1.474 0.10
H 1.504 -1.082 0.168 0.11
H 1.654 0.892 -0.550 0.13
```

***

Density functional theory data (ωB97M-V/def2-TZVPD) for a cluster of 3 separate species, C3H5NO2 in total.

HOMO	-9.85	eV
Kohn-Sham gap	9.61	eV
charge	0
largest force on an atom	0.6	eV/Å

```
11
Properties=species:S:1:pos:R:3:lowdin_charge:R:1
O 2.645 0.121 0.306 0.14
C 1.472 -0.037 0.243 -0.50
N 0.591 -1.058 0.243 0.03
C -0.697 -0.495 0.573 -0.24
C -0.598 0.804 -0.178 -0.19
O 0.608 1.250 -0.031 0.03
H 0.113 -0.688 -1.221 0.18
H -1.520 -1.143 0.271 0.13
H -0.777 -0.254 1.643 0.14
H -1.380 1.544 -0.349 0.14
H -0.459 -0.044 -1.500 0.14
```

***

Density functional theory data (ωB97M-V/def2-TZVPD) for an isolated molecule of C3H5NO2.

HOMO	-9.74	eV
Kohn-Sham gap	10.60	eV
charge	0
largest force on an atom	0.7	eV/Å

```
11
Properties=species:S:1:pos:R:3:lowdin_charge:R:1
H 1.682 1.834 -0.556 0.07
N 0.929 1.164 -0.427 0.13
C 1.336 -0.022 -0.578 -0.30
O 0.552 -1.087 -0.434 -0.05
C -0.791 -0.894 0.012 -0.13
C -1.096 0.380 0.799 -0.29
O -0.932 0.438 1.992 0.05
H 2.340 -0.350 -0.853 0.14
H -0.968 -1.765 0.648 0.13
H -1.466 -0.900 -0.848 0.12
H -1.586 1.202 0.246 0.11
```

***

Density functional theory data (ωB97M-V/def2-TZVPD) for an isolated molecule of C3H5NO2.

HOMO	-10.53	eV
Kohn-Sham gap	11.40	eV
charge	0
largest force on an atom	1.9	eV/Å

```
11
Properties=species:S:1:pos:R:3:lowdin_charge:R:1
H 3.378 0.366 1.035 0.06
N 2.442 0.475 1.422 0.14
C 1.604 0.210 0.529 -0.25
O 0.254 0.336 0.827 0.07
C -0.535 -0.278 -0.080 -0.53
C -1.988 0.032 -0.175 0.03
O -0.091 -1.014 -0.933 0.07
H 1.767 -0.115 -0.501 0.13
H -2.342 0.988 0.235 0.10
H -1.933 -0.175 -1.256 0.10
H -2.610 -0.782 0.201 0.09
```

***

Density functional theory data (ωB97M-V/def2-TZVPD) for an isolated molecule of C3H5NO2.

HOMO	-9.97	eV
Kohn-Sham gap	10.68	eV
charge	0
largest force on an atom	1.9	eV/Å

```
11
Properties=species:S:1:pos:R:3:lowdin_charge:R:1
O 2.627 0.101 -0.033 0.10
C 1.426 0.170 -0.041 -0.58
N 0.557 -0.834 0.250 0.08
C -0.822 -0.483 0.297 -0.17
C -0.693 0.905 -0.348 -0.12
O 0.695 1.266 -0.362 0.02
H 0.904 -1.745 0.432 0.14
H -1.401 -1.165 -0.341 0.12
H -1.225 -0.523 1.305 0.11
H -1.187 1.726 0.228 0.15
H -0.880 0.583 -1.389 0.13
```

***

Density functional theory data (ωB97M-V/def2-TZVPD) for an isolated molecule of C3H5NO2.

HOMO	-9.70	eV
Kohn-Sham gap	10.62	eV
charge	0
largest force on an atom	0.7	eV/Å

```
11
Properties=species:S:1:pos:R:3:lowdin_charge:R:1
O -0.724 0.552 -2.156 -0.05
N -1.181 -0.114 -1.023 0.04
C -0.339 -0.049 -0.087 -0.26
C -0.289 -0.666 1.286 -0.11
O 0.938 0.040 1.547 -0.11
C 1.064 0.436 0.171 -0.11
H -1.439 0.404 -2.788 0.09
H -0.111 -1.750 1.266 0.13
H -1.096 -0.428 1.984 0.12
H 1.377 1.478 0.057 0.13
H 1.740 -0.221 -0.390 0.13
```

***

Density functional theory data (ωB97M-V/def2-TZVPD) for a cluster of 2 separate species, C3H5NO2 in total.

HOMO (alpha / beta)	-8.12 / -8.12	eV
Kohn-Sham gap (alpha / beta)	7.92 / 7.92	eV
charge	0
largest force on an atom	4.8	eV/Å

```
11
Properties=species:S:1:pos:R:3:lowdin_charge:R:1
C -0.605 0.430 -1.008 -0.38
C 0.561 -0.390 -0.966 -0.37
C -0.323 0.908 1.115 0.05
N -0.479 -1.243 -1.065 0.20
O -1.266 1.210 -1.609 0.08
O 1.731 -0.525 -0.500 0.19
H -1.162 1.514 1.519 0.04
H 0.623 1.276 1.438 0.01
H -0.466 -0.046 1.320 -0.06
H -0.619 -1.876 -0.287 0.10
H 2.005 -1.258 0.044 0.14
```

***

Density functional theory data (ωB97M-V/def2-TZVPD) for an isolated molecule of C3H5NO2.

HOMO	-10.24	eV
Kohn-Sham gap	10.06	eV
charge	0
largest force on an atom	1.0	eV/Å

```
11
Properties=species:S:1:pos:R:3:lowdin_charge:R:1
H 1.950 -1.586 -0.356 0.08
N 1.359 -1.465 0.470 0.19
C 0.669 -0.410 0.349 -0.45
C -0.271 -0.085 1.495 -0.17
O -0.921 0.927 1.603 0.06
O 0.739 0.446 -0.691 -0.07
C -0.584 0.712 -1.186 -0.05
H -0.298 -0.878 2.257 0.12
H -1.176 1.107 -0.346 0.08
H -0.962 -0.226 -1.622 0.10
H -0.504 1.458 -1.972 0.09
```

***

Density functional theory data (ωB97M-V/def2-TZVPD) for a cluster of 2 separate species, C3H5NO2 in total.

HOMO	-9.66	eV
Kohn-Sham gap	10.50	eV
charge	0
largest force on an atom	1.8	eV/Å

```
11
Properties=species:S:1:pos:R:3:lowdin_charge:R:1
O 0.300 1.527 -0.751 -0.02
C -0.193 0.640 0.193 -0.42
C -1.412 -0.051 -0.209 -0.14
N -0.213 -0.847 -0.060 -0.03
C 2.122 -0.702 -0.357 0.01
O 2.339 -1.628 0.270 0.03
H 1.171 1.856 -0.507 0.08
H 0.017 0.931 1.222 0.15
H -2.210 -0.164 0.508 0.11
H -1.683 0.064 -1.252 0.11
H -0.243 -1.418 0.793 0.10
```

***

Density functional theory data (ωB97M-V/def2-TZVPD) for an isolated molecule of C3H5NO2.

HOMO	-9.77	eV
Kohn-Sham gap	10.59	eV
charge	0
largest force on an atom	0.6	eV/Å

```
11
Properties=species:S:1:pos:R:3:lowdin_charge:R:1
H 2.106 1.497 0.143 0.07
N 1.268 0.924 0.172 0.13
C 1.312 0.003 -0.691 -0.30
O 0.304 -0.864 -0.893 -0.07
C -0.758 -0.872 0.069 -0.13
C -1.279 0.478 0.561 -0.28
O -1.716 0.590 1.680 0.05
H 2.135 -0.214 -1.379 0.14
H -0.463 -1.440 0.955 0.13
H -1.583 -1.395 -0.433 0.14
H -1.327 1.293 -0.185 0.12
```

***

Density functional theory data (ωB97M-V/def2-TZVPD) for an isolated molecule of C3H5NO2S.

HOMO	-9.12	eV
Kohn-Sham gap	9.60	eV
charge	0
largest force on an atom	7.4	eV/Å

```
12
Properties=species:S:1:pos:R:3:lowdin_charge:R:1
C 2.830 0.281 -0.127 -0.01
N 1.709 -0.255 -0.403 -0.04
O 0.768 -0.559 0.543 -0.10
C -0.505 -0.886 0.057 -0.09
O -1.136 0.522 0.279 -0.16
C -2.444 0.724 -0.033 -0.80
S -3.634 -0.307 -0.083 0.71
H 3.448 0.360 -0.921 0.02
H 3.031 0.742 1.025 0.15
H -0.578 -1.147 -0.987 0.14
H -1.075 -1.411 0.647 0.05
H -2.414 1.935 0.003 0.13
```

***

Density functional theory data (ωB97M-V/def2-TZVPD) for a structure of composition C3H5NO2S.

HOMO	-9.90	eV
Kohn-Sham gap	9.63	eV
charge	0
largest force on an atom	3.2	eV/Å

```
12
Properties=species:S:1:pos:R:3:lowdin_charge:R:1
C -0.663 -1.042 -1.627 0.04
C 1.370 0.395 1.281 -0.08
C 2.374 -0.490 1.081 -0.08
N -0.912 -0.350 -0.763 0.00
O -3.870 0.163 -0.638 -0.42
O -2.250 1.817 -1.367 -0.44
S -2.777 1.009 -0.332 0.77
H -0.559 -1.380 -2.624 0.08
H 3.313 -0.369 1.567 0.03
H 0.398 0.449 0.739 0.01
H 1.568 1.267 1.911 0.04
H 2.007 -1.469 0.772 0.04
```

***

Density functional theory data (ωB97M-V/def2-TZVPD) for an isolated molecule of C3H5NO2S.

HOMO	-9.68	eV
Kohn-Sham gap	10.26	eV
charge	0
largest force on an atom	1.2	eV/Å

```
12
Properties=species:S:1:pos:R:3:lowdin_charge:R:1
C -1.091 1.449 -0.004 -0.47
N 0.121 1.863 -0.075 0.00
O 0.997 1.037 -0.778 -0.12
C 1.402 -0.143 -0.139 -0.25
O 0.646 -1.269 -0.484 -0.14
C -0.622 -1.287 0.101 -0.48
S -1.811 -0.068 -0.567 0.92
H -1.810 2.144 0.463 0.08
H 2.415 -0.342 -0.516 0.15
H 1.377 0.003 0.929 0.13
H -0.559 -1.124 1.187 0.09
H -1.066 -2.263 -0.116 0.09
```

***

Density functional theory data (ωB97M-V/def2-TZVPD) for an isolated molecule of C3H5NO2S.

HOMO	-9.70	eV
Kohn-Sham gap	9.89	eV
charge	0
largest force on an atom	4.4	eV/Å

```
12
Properties=species:S:1:pos:R:3:lowdin_charge:R:1
C 0.748 -0.089 -0.222 -0.14
C -0.571 -0.147 0.396 -0.59
S -1.409 -1.762 0.561 0.91
C -1.820 -0.410 -0.508 -0.41
N -3.229 0.367 -0.148 -0.38
O -3.909 0.695 -1.100 0.07
O -3.479 0.454 1.028 0.06
H 0.661 -0.846 -1.055 0.10
H 1.576 -0.373 0.570 0.12
H 1.151 0.925 -0.373 0.08
H -0.754 0.455 1.283 0.10
H -1.629 -0.484 -1.508 0.07
```

***

Density functional theory data (ωB97M-V/def2-TZVPD) for an isolated molecule of C3H5NO2S.

HOMO	-8.65	eV
Kohn-Sham gap	8.48	eV
charge	0
largest force on an atom	3.7	eV/Å

```
12
Properties=species:S:1:pos:R:3:lowdin_charge:R:1
C -1.006 -0.500 0.775 -0.56
C 0.468 -0.807 0.744 -0.25
C 1.866 0.992 -0.783 -0.36
N -1.125 0.277 -0.395 -0.21
O -1.849 -0.891 1.568 0.05
O -2.343 0.660 -0.933 -0.02
S 0.824 -0.208 -0.948 1.07
H 0.968 -0.354 1.555 0.10
H 0.722 -1.771 0.877 0.05
H 2.535 1.083 -1.628 0.01
H 1.836 1.649 0.051 0.02
H -2.897 -0.129 -0.883 0.10
```

***

Density functional theory data (ωB97M-V/def2-TZVPD) for an isolated molecule of C3H5NO2S2.

HOMO	-9.36	eV
Kohn-Sham gap	8.70	eV
charge	0
largest force on an atom	1.0	eV/Å

```
13
Properties=species:S:1:pos:R:3:lowdin_charge:R:1
N -0.282 -1.511 0.309 0.01
C 0.004 -0.087 0.397 -0.36
C -1.143 0.669 -0.343 -0.50
O -1.227 1.875 -0.405 0.06
O -2.030 -0.135 -0.902 0.13
C 1.386 0.292 -0.144 -1.13
S 2.443 -0.826 -0.675 0.70
S 1.832 1.971 -0.131 0.82
H -0.328 -1.894 1.261 0.11
H 0.474 -1.994 -0.176 0.02
H -0.026 0.249 1.446 0.16
H -1.683 -1.039 -0.684 0.09
H 0.580 2.430 0.047 -0.11
```